21
Properties=species:S:1:pos:R:3:forces:R:3 method="wB97M-V/def2-TZVPD" s2=0.7559 orbital_gap_ev="11.4 / 3.2" e_tot_ha=-534.6644 largest_force_ev_per_a=1.6 multiplicity=2 charge=+1 relative_energy_kcal_mol=24.2
O -0.4325 0.1011 -2.3863 0.17 -0.14 0.47
H -0.6615 -0.7320 -2.7981 -0.27 -0.41 -0.18
H 0.1197 0.5437 -3.0309 0.30 0.33 -0.26
O -1.3816 -0.1053 2.0329 0.36 0.04 0.00
H -1.5581 -0.3616 2.9381 -0.02 -0.03 0.49
H -1.7864 0.7575 1.9445 -0.43 0.36 -0.32
O 2.6228 1.0317 1.7936 0.63 -0.16 0.01
H 1.8807 0.5399 1.4420 -0.45 -0.47 -0.34
H 2.2929 1.9246 1.8945 -0.08 0.74 0.26
O -0.9509 -2.7027 1.2164 0.23 -0.09 -0.47
H -0.3993 -3.1729 1.8415 0.28 -0.48 0.18
H -1.1390 -1.8669 1.6436 -0.43 0.42 -0.03
O 2.6436 0.0414 -1.9623 -0.24 0.02 -0.41
H 3.4435 -0.0734 -1.4491 0.58 0.01 0.15
H 1.9347 -0.0539 -1.3263 -0.12 -0.01 0.30
O -2.6260 1.3137 -1.0534 -0.08 -0.01 0.59
H -1.8318 0.9999 -1.4858 0.20 -0.15 -0.38
H -2.9316 2.0333 -1.6058 -0.21 0.24 -0.08
O 0.6246 0.0403 0.1634 1.35 -0.21 0.38
H 0.1670 -0.1457 -0.6565 -0.72 0.09 -1.43
H -0.0309 -0.1126 0.8440 -1.05 -0.07 1.08



22
Properties=species:S:1:pos:R:3:forces:R:3 method="wB97M-V/def2-TZVPD" orbital_gap_ev=11.1 e_tot_ha=-515.1371 largest_force_ev_per_a=7.0 multiplicity=1 charge=0 relative_energy_kcal_mol=51.7 smiles=N.O.O.O.O.O.O
N 1.6098 -1.4265 2.3390 -0.07 2.70 -0.24
H 2.5684 -1.2886 2.0326 0.10 -0.02 -0.90
H 1.8456 -1.6958 3.2717 -0.61 -0.43 1.14
H 1.2670 -0.4037 2.4309 0.48 -2.14 -0.07
O 1.5708 -3.8288 -0.0867 -0.17 -0.43 -0.71
H 2.0921 -4.6480 0.0175 -0.52 0.58 -0.30
H 1.0808 -3.8976 -0.9380 0.69 -0.16 0.94
O 0.7997 2.4155 -2.2546 -0.01 0.55 0.35
H 0.3569 1.5995 -2.0490 -0.13 -1.08 -0.31
H 0.5001 2.9425 -1.5082 0.17 0.53 -0.12
O 1.0113 2.1002 3.5328 -3.01 -3.32 5.00
H 1.5880 1.3621 3.7291 0.09 -0.17 0.26
H 1.3948 2.5116 2.8738 2.99 3.50 -5.26
O -2.8775 0.5502 -0.6027 0.11 -0.47 -0.28
H -2.0239 0.1669 -0.8995 -0.65 0.19 0.20
H -3.5715 0.0255 -1.0432 0.66 0.33 0.20
O 0.1633 -0.0011 -0.4534 0.23 -0.77 1.52
H 0.3726 -0.8433 0.1226 -0.53 2.87 -1.08
H 0.1252 0.8561 0.0680 0.21 -2.19 -0.29
O -2.9297 0.9510 -3.5211 -1.89 0.45 -0.73
H -3.2160 1.6872 -2.9466 0.49 -0.49 -0.08
H -3.7278 0.8652 -4.1150 1.41 -0.04 0.74



22
Properties=species:S:1:pos:R:3:forces:R:3 method="wB97M-V/def2-TZVPD" orbital_gap_ev=11.1 e_tot_ha=-515.1429 largest_force_ev_per_a=3.7 multiplicity=1 charge=0 relative_energy_kcal_mol=48.0 smiles=N.O.O.O.O.O.O
N -1.3664 -3.2276 3.1525 -1.80 -2.95 -1.34
H -2.2120 -3.4863 2.5213 1.98 0.22 0.91
H -1.8183 -2.5392 3.6772 -0.53 1.76 1.40
H -1.3712 -4.0398 3.8263 0.23 0.96 -0.93
O -1.7839 4.3640 -0.8723 2.14 0.51 -0.96
H -0.8440 4.7176 -0.9255 -1.78 -0.60 0.04
H -2.0146 4.4703 0.0386 -0.29 0.09 0.89
O 2.2779 -3.6851 2.7131 -0.30 -0.11 1.14
H 2.2568 -4.3640 2.0508 0.07 -0.40 -0.73
H 1.8476 -4.1291 3.4692 0.27 0.54 -0.44
O 1.0783 2.7368 -1.7624 -0.01 0.38 -0.14
H 0.4026 2.8750 -2.4333 0.06 -0.14 -0.19
H 0.5509 2.7259 -0.9625 -0.05 -0.28 0.31
O -2.0954 0.2060 1.4964 -0.23 0.78 -0.64
H -1.6827 0.3811 2.3202 0.90 1.53 1.25
H -2.1411 -0.7083 1.6727 -0.56 -2.34 -0.73
O 3.3019 -0.5513 -3.6372 1.52 -1.72 2.18
H 3.1422 -0.5633 -2.6643 0.38 -0.18 -1.01
H 2.6735 0.0590 -3.9042 -1.92 1.93 -1.14
O -1.0479 0.2191 -1.4745 -0.52 0.25 0.56
H -1.2516 0.2974 -0.5130 -0.01 -0.02 -0.93
H -1.8200 0.5809 -1.9453 0.43 -0.21 0.49



22
Properties=species:S:1:pos:R:3:forces:R:3 method="wB97M-V/def2-TZVPD" orbital_gap_ev=11.1 e_tot_ha=-535.4410 largest_force_ev_per_a=0.8 multiplicity=1 charge=+1 relative_energy_kcal_mol=28.8
O -0.1640 0.2024 -0.6399 -0.63 -0.06 -0.41
H -0.0263 1.1329 -1.0069 0.43 -0.46 0.38
H -1.1147 -0.1576 -0.8220 0.51 -0.01 0.32
H 0.1277 0.0485 0.3024 -0.27 0.19 -0.23
O 0.7357 2.3356 -1.9579 -0.23 0.17 0.26
H 0.2495 3.1699 -1.9474 0.12 -0.04 -0.23
H 1.6617 2.5813 -1.8256 -0.13 -0.12 -0.01
O -2.5188 -0.8345 -0.9870 -0.20 0.01 -0.11
H -2.9217 -1.1490 -1.8076 0.21 0.10 0.04
H -2.9484 -1.3372 -0.2848 0.15 0.06 0.03
O -0.8460 2.5722 0.8096 0.02 0.07 0.07
H -1.0895 2.9212 1.6765 0.01 -0.09 -0.09
H -0.7697 3.3544 0.2552 -0.05 0.09 0.11
O 0.5665 -0.9508 1.7042 0.49 0.03 0.00
H 0.5218 -0.9298 2.6703 -0.12 0.15 -0.16
H 1.5202 -0.9704 1.4985 -0.26 0.17 0.06
O -0.6387 -3.4171 0.6614 -0.07 0.38 0.05
H -1.5176 -3.5376 1.0373 0.15 -0.14 0.05
H -0.2605 -2.6501 1.1235 -0.14 -0.27 -0.11
O 2.9278 -0.5656 0.0814 -0.17 -0.36 0.08
H 3.5530 -0.2858 -0.5971 -0.01 -0.02 0.13
H 2.9520 -1.5330 0.0558 0.19 0.16 -0.23



23
Properties=species:S:1:pos:R:3:forces:R:3 method="wB97M-V/def2-TZVPD" orbital_gap_ev=5.1 e_tot_ha=-3194.4140 largest_force_ev_per_a=4.3 multiplicity=1 charge=-1 relative_energy_kcal_mol=26.2
S 1.6257 4.8485 4.2472 0.61 0.72 -0.97
H 1.7981 5.8769 3.2907 0.07 -1.40 1.05
S -1.0337 -4.9313 -1.8963 2.72 -2.01 2.67
H -1.5020 -4.4162 -2.9136 -1.25 1.59 -3.15
H 0.2037 -5.2649 -2.4791 -1.46 0.43 0.49
S -6.6829 1.1031 0.4197 1.44 -1.61 -0.61
H -7.0128 0.7397 -0.8729 0.45 0.16 0.99
H -5.5290 0.2110 0.5203 -1.80 1.48 -0.43
S 4.8623 3.5581 -0.2735 0.27 0.20 0.99
H 2.7790 4.1500 3.9805 -0.68 0.68 -0.07
H 5.8813 4.4164 -0.0120 -0.34 -0.29 -0.14
S -2.1348 0.4941 2.9823 1.72 -0.04 -1.92
H -2.5687 -0.5492 2.1914 0.42 0.82 0.32
H -1.0369 0.8545 2.0412 -2.20 -0.76 1.50
S -2.2082 0.3008 -0.9633 -0.33 0.23 0.30
H -1.3814 -0.3045 -1.8019 0.40 -0.32 -0.26
H 4.6715 3.3391 1.0692 0.06 0.09 -0.85
S 5.8560 -3.4025 1.7476 1.13 0.23 2.50
H 5.4902 -4.2518 0.8733 -0.70 -1.13 -1.60
H 5.5471 -2.3307 1.0921 -0.44 0.91 -0.90
S -2.8402 -1.2563 -4.7926 -0.63 0.76 -0.99
H -2.6299 -2.5574 -4.6297 0.49 -0.05 0.65
H -2.1543 -0.6274 -3.8204 0.03 -0.68 0.43



25
Properties=species:S:1:pos:R:3:forces:R:3 method="wB97M-V/def2-TZVPD" orbital_gap_ev=7.6 e_tot_ha=-909.3084 largest_force_ev_per_a=0.5 multiplicity=1 charge=-1 relative_energy_kcal_mol=28.8
I 0.1182 0.1409 -0.3972 0.07 -0.03 0.02
O 0.2841 4.8534 0.7637 -0.21 0.29 0.14
H 1.1294 5.2571 0.5671 0.26 0.03 -0.04
H 0.3781 3.9462 0.4733 -0.05 -0.42 -0.12
O -1.1843 -3.7359 -3.0290 0.00 -0.35 -0.19
H -0.7076 -3.1636 -2.4279 0.21 0.30 0.25
H -1.9933 -3.2617 -3.2211 -0.17 0.15 0.00
O 3.7444 -2.2263 -2.2891 0.34 -0.26 -0.02
H 3.4619 -2.0306 -3.1825 -0.13 0.05 -0.16
H 3.3131 -1.5630 -1.7503 -0.31 0.24 0.24
O 3.7676 3.4050 0.6017 0.11 0.31 -0.14
H 4.3180 3.3127 1.3793 0.11 -0.01 0.18
H 3.1315 2.6932 0.6721 -0.31 -0.33 -0.09
O -2.5154 1.5545 3.4473 -0.15 0.04 0.38
H -1.7613 1.2901 2.9204 0.26 -0.17 -0.26
H -3.0274 2.1183 2.8675 -0.07 0.10 -0.18
O -3.0028 -3.1198 1.4329 -0.34 -0.17 0.14
H -2.3027 -3.7713 1.4740 0.20 -0.09 0.02
H -2.7195 -2.5055 0.7557 0.18 0.33 -0.16
O 1.7074 -2.2873 3.7438 0.06 -0.05 0.36
H 1.6886 -1.6879 2.9977 -0.14 0.25 -0.31
H 2.0311 -3.1118 3.3811 0.05 -0.17 -0.11
O -3.6241 1.3211 -3.5322 -0.32 0.02 -0.04
H -2.7575 1.1192 -3.1796 0.34 -0.08 0.31
H -3.4774 1.4526 -4.4689 0.03 0.04 -0.20



25
Properties=species:S:1:pos:R:3:forces:R:3 method="wB97M-V/def2-TZVPD" orbital_gap_ev=8.3 e_tot_ha=-773.2471 largest_force_ev_per_a=11.6 multiplicity=1 charge=+1 relative_energy_kcal_mol=284.0
Na 0.1897 -0.0353 -0.3726 -4.75 1.29 -1.95
O -1.3870 0.3190 1.8447 -1.27 -1.50 11.44
H -1.2340 0.5789 2.7531 -0.29 0.18 0.69
H -0.5873 -0.1404 1.5886 -1.44 1.88 -0.20
O -1.3926 -1.1633 -0.2699 -1.11 -4.47 -0.87
H -1.0893 -1.9658 -0.6945 0.11 -0.52 -0.33
H -2.1307 -1.4425 0.2717 -0.39 -0.41 0.40
O -2.2059 0.9132 0.1741 -4.46 3.37 -7.68
H -2.0726 0.0310 -0.1727 -1.05 2.11 -0.51
H -1.8867 0.8675 1.0754 -1.77 1.81 -0.79
O 0.1938 -0.0656 -2.2697 -0.52 0.94 -3.35
H -0.0251 -0.7774 -2.8711 0.02 -0.18 -0.25
H -0.1678 0.7180 -2.6836 -0.44 0.34 -0.43
O 1.3563 -1.4125 -0.8239 2.13 -6.56 -0.61
H 1.8766 -2.0539 -1.3077 -0.10 -0.57 0.00
H 1.9353 -0.6562 -0.7290 0.11 -1.06 -1.25
O 0.3219 -0.6771 1.3182 7.62 -5.79 3.34
H 0.3631 -1.1501 2.1493 0.27 -0.69 0.39
H 1.2298 -0.6418 1.0168 0.62 -0.30 0.45
O 0.0280 1.6814 0.4125 1.06 3.88 0.71
H -0.6590 2.2969 0.6685 -0.66 0.00 -0.31
H 0.8437 2.1131 0.6666 0.22 0.42 0.50
O 1.9102 0.6163 -0.4668 5.41 4.85 0.93
H 2.8642 0.5890 -0.3937 0.82 0.52 0.16
H 1.7254 1.4575 -0.8845 -0.15 0.47 -0.50



25
Properties=species:S:1:pos:R:3:forces:R:3 method="wB97M-V/def2-TZVPD" orbital_gap_ev=11.5 e_tot_ha=-773.6817 largest_force_ev_per_a=2.3 multiplicity=1 charge=+1 relative_energy_kcal_mol=11.2
Na 7.4920 3.4568 14.1234 -0.28 -0.08 -0.37
O 8.2009 1.1918 13.5956 -0.02 0.20 0.13
H 9.0044 0.9074 14.0311 0.51 0.06 0.07
H 7.7586 0.3610 13.4313 -0.30 -0.30 -0.18
O 7.7898 6.0721 16.3561 0.99 0.67 0.15
H 7.0526 5.4915 16.1901 -0.61 -0.65 0.13
H 7.8581 6.1294 17.3193 0.10 0.03 -0.28
O 6.5687 3.2177 11.9298 -0.90 0.54 -0.18
H 5.7805 3.7366 11.6806 0.55 0.30 0.31
H 6.3416 2.3945 11.5079 0.52 -0.69 -0.62
O 8.2072 2.9812 16.3530 -2.07 0.04 0.88
H 8.9919 3.1248 15.8726 1.94 -0.34 -0.51
H 8.0549 2.0572 16.5659 0.50 -0.05 -0.08
O 5.1106 1.6845 13.8530 0.14 1.16 -0.63
H 5.5388 1.7776 12.9916 -0.28 0.47 0.31
H 5.2859 0.7842 14.0283 -0.08 -1.72 0.80
O 7.1789 5.8907 12.8733 0.46 0.14 -0.25
H 7.4008 6.6663 13.3875 -0.26 0.36 0.80
H 7.6526 6.1318 12.0662 -0.23 -0.53 -0.36
O 5.8790 4.3845 15.5292 -1.63 0.29 -0.03
H 5.2199 3.8868 16.0740 0.83 0.50 -0.68
H 5.3575 5.0930 15.0891 0.24 -0.70 0.34
O 9.6031 4.5196 14.5337 -0.46 0.48 0.08
H 9.1590 5.0369 15.2256 -0.12 0.04 0.79
H 9.7346 5.2517 13.9250 0.48 -0.24 -0.62



30
Properties=species:S:1:pos:R:3:forces:R:3 method="wB97M-V/def2-TZVPD" orbital_gap_ev=2.9 e_tot_ha=-1297.4139 largest_force_ev_per_a=6.4 multiplicity=1 charge=+1
Zr -1.2293 -1.6626 -1.8553 -0.39 -2.49 0.75
P 1.6557 4.4884 2.9803 -0.13 -5.58 -0.34
O -1.3440 3.7912 2.3453 2.74 0.32 -0.70
O -1.2063 4.9824 -1.6823 2.40 -0.44 0.89
O 2.3346 2.2902 3.0056 -3.46 3.12 -0.53
O 0.2856 -3.5593 -3.0960 -1.22 0.31 1.47
O -1.5130 -3.7257 -1.3610 -1.84 3.53 -1.51
H -2.0762 -1.9086 -5.0848 2.07 1.15 5.91
H -1.9665 1.1417 2.3383 1.09 0.97 -2.25
O -1.5776 -1.6301 -3.7410 -1.72 -0.10 -4.64
H 1.6008 1.1227 -4.0984 0.00 -0.17 0.63
H 1.0305 5.2477 -2.0155 -1.43 -0.78 0.52
O 4.5306 0.9664 -0.1963 -1.46 -2.14 0.40
H 4.3250 0.7011 0.7458 0.31 0.52 -1.24
H 3.4827 -1.2052 -0.8820 0.53 2.08 0.56
O -1.2591 1.8748 0.2740 -3.17 2.23 0.40
H -2.6420 2.9597 -0.4266 3.19 -2.29 1.64
H 0.2503 1.7389 2.6885 1.46 0.07 0.35
O -3.1773 -2.5672 -1.6006 4.14 -1.80 0.55
H 2.4995 0.2594 2.7118 -1.05 1.47 0.46
H -0.1046 -0.6971 3.8222 0.64 0.96 -0.70
O -2.1782 -1.1431 0.0601 -1.28 -1.72 0.20
H -2.8377 -1.8135 0.5372 1.97 1.75 -1.25
H -0.3557 3.9667 0.3524 -1.66 -0.67 0.22
O 0.7723 -0.8259 -0.7797 -1.23 -0.36 -1.34
H -3.6514 -2.8553 2.5799 0.08 0.03 -0.35
H 3.1125 3.2925 -1.5306 -0.57 -0.01 -0.06
O 0.2878 -4.9233 1.6445 -1.09 -0.96 -0.88
H 1.1421 -4.7614 1.2400 0.09 -0.10 -0.16
H -0.1913 -5.5457 1.0243 0.95 1.10 1.02



24
Properties=species:S:1:pos:R:3:forces:R:3 method="wB97M-V/def2-TZVPD" s2=0.7505 orbital_gap_ev="2.3 / 10.1" e_tot_ha=-611.4795 largest_force_ev_per_a=1.1 multiplicity=2 charge=-1 relative_energy_kcal_mol=16.7
O -4.3020 -21.1372 -7.9596 -0.12 -0.32 -0.03
H -5.0545 -21.3875 -7.4237 -0.11 -0.24 0.16
H -4.1388 -20.2220 -7.7317 0.14 0.35 -0.20
O -2.1069 -20.3951 -9.6875 0.07 0.14 -0.45
H -1.1949 -20.1103 -9.6296 0.21 -0.01 0.03
H -2.3636 -20.5641 -8.7810 -0.13 -0.25 0.23
O -3.4085 -18.5129 -7.5396 -0.18 -0.12 -0.06
H -2.8572 -17.7367 -7.4405 0.35 0.13 -0.02
H -4.0467 -18.4462 -6.8293 -0.19 0.22 0.40
O -1.0335 -20.2474 -6.0137 -0.22 0.83 -0.30
H -1.0651 -20.8536 -5.2735 0.24 -0.77 0.33
H -1.9463 -20.1531 -6.2858 -0.23 0.09 -0.16
O 1.3144 -20.0443 -7.3797 0.97 0.14 -0.58
H 0.6350 -20.0711 -6.7060 -0.58 -0.14 0.43
H 0.8558 -19.7643 -8.1719 -0.10 0.01 -0.05
O -1.8804 -20.5572 -2.0080 -0.36 0.62 0.11
H -1.3883 -20.7909 -1.2209 0.22 -0.17 0.23
H -1.6982 -21.2666 -2.6243 0.09 -0.55 -0.43
O 1.3728 -20.8565 -3.8590 0.25 0.58 -0.40
H 0.6084 -21.1065 -3.3401 -0.40 -0.07 0.42
H 2.0274 -21.5259 -3.6599 0.26 -0.36 0.11
O -0.8026 -22.6388 -4.6981 -0.60 0.65 0.16
H 0.0709 -22.8468 -4.3666 0.79 -0.19 0.23
H -1.1575 -23.4805 -4.9841 -0.34 -0.57 -0.15



Copy entry 7 word for word.
25
Properties=species:S:1:pos:R:3:forces:R:3 method="wB97M-V/def2-TZVPD" orbital_gap_ev=8.3 e_tot_ha=-773.2471 largest_force_ev_per_a=11.6 multiplicity=1 charge=+1 relative_energy_kcal_mol=284.0
Na 0.1897 -0.0353 -0.3726 -4.75 1.29 -1.95
O -1.3870 0.3190 1.8447 -1.27 -1.50 11.44
H -1.2340 0.5789 2.7531 -0.29 0.18 0.69
H -0.5873 -0.1404 1.5886 -1.44 1.88 -0.20
O -1.3926 -1.1633 -0.2699 -1.11 -4.47 -0.87
H -1.0893 -1.9658 -0.6945 0.11 -0.52 -0.33
H -2.1307 -1.4425 0.2717 -0.39 -0.41 0.40
O -2.2059 0.9132 0.1741 -4.46 3.37 -7.68
H -2.0726 0.0310 -0.1727 -1.05 2.11 -0.51
H -1.8867 0.8675 1.0754 -1.77 1.81 -0.79
O 0.1938 -0.0656 -2.2697 -0.52 0.94 -3.35
H -0.0251 -0.7774 -2.8711 0.02 -0.18 -0.25
H -0.1678 0.7180 -2.6836 -0.44 0.34 -0.43
O 1.3563 -1.4125 -0.8239 2.13 -6.56 -0.61
H 1.8766 -2.0539 -1.3077 -0.10 -0.57 0.00
H 1.9353 -0.6562 -0.7290 0.11 -1.06 -1.25
O 0.3219 -0.6771 1.3182 7.62 -5.79 3.34
H 0.3631 -1.1501 2.1493 0.27 -0.69 0.39
H 1.2298 -0.6418 1.0168 0.62 -0.30 0.45
O 0.0280 1.6814 0.4125 1.06 3.88 0.71
H -0.6590 2.2969 0.6685 -0.66 0.00 -0.31
H 0.8437 2.1131 0.6666 0.22 0.42 0.50
O 1.9102 0.6163 -0.4668 5.41 4.85 0.93
H 2.8642 0.5890 -0.3937 0.82 0.52 0.16
H 1.7254 1.4575 -0.8845 -0.15 0.47 -0.50



Question: What is the charge in the third record?
Answer: 0